# 1
A structure of composition C19H40BBrCl2CsF4N3NaO16S at a distorted geometry. Source: OMol25; level of theory: wB97M-V/def2-TZVPD.

Structure (XYZ):
```
89
Properties=species:S:1:pos:R:3:forces:R:3
C 4.92386 3.01382 0.89593 -0.09 0.03 -0.41
C 3.81522 2.38981 0.02889 0.51 0.24 0.27
C 3.54471 3.24963 -1.22502 -0.09 -0.31 0.88
F 3.82756 2.42154 -2.29217 -0.03 -0.05 -0.54
C 2.14745 3.92116 -1.42785 1.20 0.42 -1.73
C 1.45763 3.33636 -2.67045 -0.86 -0.64 1.22
O 2.44653 5.27332 -1.92068 1.19 0.00 2.13
C 1.96581 6.16584 -0.99850 -0.44 -0.90 -1.69
O 2.43944 7.14136 -0.55352 -0.02 0.10 0.32
O 0.78870 5.51625 -0.52627 0.26 0.22 0.76
C 1.25099 4.21986 -0.22124 -1.24 0.97 -0.57
Cl 2.11300 4.43355 1.39722 -0.03 -0.28 0.22
B -0.13384 3.49032 0.09735 -0.31 -0.08 0.04
C -0.77277 2.20837 -0.62807 -0.12 -0.27 0.33
O -0.85504 4.04543 1.14931 0.54 -0.44 -0.07
H 5.77811 3.23977 0.25407 0.10 -0.15 0.05
H 4.61375 3.96405 1.32312 0.01 -0.11 0.18
H 5.25681 2.32612 1.67535 0.00 0.11 0.11
H 2.92126 2.20551 0.62079 0.04 -0.11 -0.08
H 4.22052 1.43466 -0.31146 -0.28 -0.07 -0.26
H 4.28183 4.05055 -1.26145 -0.08 0.15 -0.02
H 2.01711 3.61708 -3.55348 0.07 -0.06 -0.01
H 1.37112 2.25189 -2.57084 0.12 -0.07 -0.31
H 0.45147 3.74879 -2.75193 0.09 0.27 -0.18
H -1.74066 1.92899 -0.13058 0.49 0.36 -0.40
H -1.04018 2.38808 -1.66639 0.20 0.14 -0.13
H -0.08943 1.32407 -0.62724 -0.09 1.34 -1.65
H -0.85223 3.42007 1.88571 -0.43 0.25 0.08
C 3.58839 0.17321 3.00641 -0.10 -0.29 -0.15
C 2.35094 -0.20559 2.28643 -0.41 0.92 0.22
O 1.48589 0.58401 1.83586 0.02 -0.90 0.08
N 2.17638 -1.64550 1.94388 0.20 0.42 0.15
C 1.71676 -2.52008 3.07006 0.03 -0.26 -0.11
H 3.52407 1.22594 3.26562 0.02 0.03 -0.08
H 3.71658 -0.40592 3.92511 0.13 0.00 -0.01
H 4.47661 0.01731 2.37080 0.04 0.03 0.08
H 3.06528 -2.02286 1.57604 -0.21 -0.09 -0.21
H 1.46939 -1.64391 1.20251 0.25 -0.35 -0.23
H 2.47660 -2.51346 3.84451 -0.01 0.07 0.02
H 1.57442 -3.53170 2.68756 -0.08 0.05 0.02
H 0.77696 -2.12865 3.44424 0.00 0.00 0.03
C -3.35035 -3.44822 2.21534 0.06 0.04 -0.19
C -3.29392 -4.91704 1.79786 0.06 0.05 0.20
C -1.80640 -5.11050 1.54349 -0.04 0.03 -0.28
O -1.12347 -4.21900 2.44440 0.07 0.08 0.01
C -2.06362 -3.31093 3.01648 -0.02 -0.23 0.11
H -4.23566 -3.18465 2.79284 0.01 -0.02 0.03
H -3.31770 -2.80739 1.33089 -0.01 0.01 0.01
H -3.62312 -5.55390 2.61889 -0.02 -0.05 -0.05
H -3.90202 -5.15089 0.92718 0.01 -0.01 0.00
H -1.53635 -4.83711 0.51931 -0.01 -0.02 0.00
H -1.47417 -6.13134 1.72923 0.04 0.03 0.08
H -2.21569 -3.58478 4.06646 -0.05 0.09 0.02
H -1.64176 -2.30534 2.97915 0.02 0.15 0.04
C -5.89731 -7.29697 3.49013 -0.09 0.01 0.01
O -5.21226 -7.50463 2.50595 0.02 -0.04 0.02
N -6.55516 -6.11230 3.68629 0.06 0.06 0.01
N -6.06569 -8.22765 4.47880 0.04 -0.02 0.02
H -7.12580 -5.91901 4.48671 -0.01 -0.02 0.00
H -6.45717 -5.41157 2.97552 -0.03 -0.03 -0.03
H -5.59747 -9.10656 4.36328 0.00 0.00 -0.02
H -6.62599 -8.07599 5.29518 -0.01 0.02 -0.01
C 3.65667 0.86735 -5.88121 0.34 0.86 -0.44
O 3.41257 -0.43333 -6.01623 -0.03 -0.71 -0.05
H 3.56009 1.23498 -4.84501 -0.14 0.05 0.57
H 4.68180 1.21752 -6.16693 0.03 -0.26 -0.01
H 2.97727 1.55997 -6.43407 -0.16 -0.24 -0.01
C 1.02275 -3.55024 -4.58448 -0.33 1.93 -0.33
F 2.38257 -3.64568 -4.42407 -0.48 1.64 0.46
F 0.82908 -2.98673 -5.75493 -0.09 -0.08 0.22
F 0.57054 -4.85479 -4.72005 -3.64 2.17 0.37
S 0.19927 -2.68814 -3.15521 -0.29 0.36 0.38
O 0.80896 -1.38969 -3.15857 0.10 -0.19 0.10
O 0.57344 -3.54829 -2.03904 0.21 -0.24 -0.08
O -1.18902 -2.74833 -3.52731 0.06 -0.27 -0.09
Na -0.46849 0.64198 0.90620 -0.31 -1.09 1.74
Cs 2.46176 -6.02656 -4.82797 4.42 -5.05 -0.61
Br 1.36132 7.19653 -3.53640 -0.24 0.59 -0.42
O -0.67600 5.45553 -5.95769 -0.05 -0.02 0.01
Cl -1.80054 6.28569 -5.60301 -0.17 -0.07 -0.08
O -2.98398 5.80735 -6.30252 -0.06 -0.01 -0.03
O -1.55067 7.65530 -5.98573 -0.01 -0.04 0.03
O -2.04360 6.20716 -4.17772 -0.03 -0.05 0.03
C -4.05979 2.85095 3.36984 0.06 0.11 -0.14
O -3.35768 2.76539 2.13326 0.21 -0.12 0.20
H -4.39969 1.85048 3.62865 0.00 -0.01 -0.03
H -3.40999 3.22312 4.16642 -0.06 -0.01 0.06
H -4.92795 3.50644 3.27837 -0.03 -0.03 0.06
H -3.05656 3.65275 1.90234 -0.01 -0.04 -0.23
```
Forces are in eV/Å.

## Properties
M, g/mol: 992.110
Net charge: -1
Kohn-Sham gap, eV: 1.60

Just the Mulliken charges please, in e? Sure, here they are:
1. C -1.602
2. C 0.267
3. C -0.102
4. F -0.420
5. C 1.508
6. C -2.091
7. O -0.368
8. C 0.195
9. O -0.471
10. O -0.217
11. C 0.661
12. Cl -0.257
13. B 0.440
14. C -1.185
15. O -0.628
16. H 0.412
17. H 0.304
18. H 0.393
19. H -0.387
20. H 0.601
21. H 0.366
22. H 0.506
23. H 0.280
24. H 0.390
25. H 0.247
26. H 0.381
27. H 0.308
28. H 0.306
29. C -1.388
30. C 0.235
31. O -0.510
32. N 0.083
33. C -0.927
34. H 0.320
35. H 0.452
36. H 0.316
37. H 0.418
38. H 0.236
39. H 0.354
40. H 0.405
41. H 0.299
42. C -0.525
43. C -0.225
44. C -0.509
45. O -0.338
46. C -0.208
47. H 0.352
48. H 0.228
49. H -0.060
50. H 0.379
51. H 0.268
52. H 0.272
53. H 0.241
54. H 0.103
55. C 0.684
56. O -0.607
57. N -0.378
58. N -0.406
59. H 0.162
60. H 0.224
61. H 0.222
62. H 0.156
63. C -0.220
64. O -0.662
65. H -0.108
66. H 0.230
67. H 0.197
68. C 0.687
69. F -0.408
70. F -0.143
71. F -0.410
72. S 1.216
73. O -0.489
74. O -0.710
75. O -0.668
76. Na 0.864
77. Cs 0.928
78. Br -0.541
79. O -0.610
80. Cl 1.606
81. O -0.725
82. O -0.640
83. O -0.617
84. C -0.636
85. O -0.367
86. H 0.215
87. H 0.268
88. H 0.282
89. H 0.296

=====

# 2
A cluster of 8 separate species, C19H40BCl14F2NO4 in total. Source: OMol25; level of theory: wB97M-V/def2-TZVPD.

Structure (XYZ):
```
81
Properties=species:S:1:pos:R:3:forces:R:3
C 1.31152 -0.56197 2.37090 0.11 -0.19 -0.07
C 1.24271 -1.10014 0.92520 0.26 0.34 0.25
B 0.68681 -0.17163 -0.21073 -0.23 -0.16 -0.09
O 1.20697 -0.31369 -1.49537 -0.27 0.27 0.06
C -0.45597 0.95931 -0.14729 0.02 0.05 0.07
O -0.69478 1.55545 1.14685 -0.27 -0.21 0.17
C 0.02474 2.68277 1.38662 0.10 0.04 -0.12
F -0.50698 3.76799 0.67468 -0.05 0.04 0.06
C -1.76818 0.58549 -0.85255 0.25 -0.07 -0.11
C -2.66454 1.79049 -1.10022 0.09 0.02 -0.05
O -2.42314 -0.61952 -0.42709 -0.26 0.35 0.02
C -3.14344 -1.02096 0.77709 -0.04 -0.53 -0.01
N -3.36666 -2.44312 0.52677 0.12 0.23 -0.37
C -2.30217 -0.91797 2.05234 0.15 0.15 0.04
C -2.37547 -2.11021 2.99517 -0.10 0.02 0.03
O -1.44952 -3.11753 2.57360 0.09 -0.04 0.16
C -4.59863 -0.47010 0.91510 0.01 0.05 0.02
F -5.16420 -1.26821 1.92436 -0.04 -0.06 0.12
C -5.05388 0.94941 1.25557 0.19 0.12 -0.15
C -4.32166 1.81428 2.28323 -0.20 0.03 -0.07
H 2.23171 -0.88634 2.85945 -0.04 -0.05 -0.06
H 1.30607 0.52558 2.41893 -0.06 0.01 0.04
H 0.48608 -0.93123 2.97797 -0.08 0.13 -0.02
H 0.67085 -2.03839 0.90111 -0.05 0.08 -0.01
H 2.25173 -1.37680 0.61094 -0.05 -0.14 -0.08
H 2.06541 0.10103 -1.63395 0.17 -0.31 -0.07
H -0.05543 1.74843 -0.79547 -0.06 0.01 0.02
H -0.03918 2.92267 2.44693 -0.05 0.00 0.00
H 1.06629 2.60559 1.05138 0.00 -0.02 0.03
H -1.40347 0.29411 -1.84495 -0.11 -0.21 0.07
H -3.63340 1.46585 -1.47176 -0.11 -0.02 0.05
H -2.77467 2.42945 -0.23083 -0.15 0.00 0.22
H -2.20538 2.39376 -1.89041 -0.02 -0.01 0.12
H -3.93855 -2.51770 -0.30997 -0.05 -0.06 0.02
H -2.46385 -2.81750 0.25116 0.00 -0.12 0.13
H -2.52063 -0.01724 2.61260 -0.09 0.16 -0.02
H -1.26654 -0.83803 1.74210 0.15 0.07 0.00
H -2.09192 -1.78059 4.00103 0.08 -0.03 -0.05
H -3.38712 -2.51107 3.04286 0.06 0.04 0.00
H -1.93444 -3.92855 2.40250 -0.07 0.03 -0.09
H -5.09109 -0.74850 -0.02466 -0.08 -0.01 0.07
H -6.07716 0.80564 1.61448 0.01 -0.02 -0.12
H -5.16409 1.50521 0.32899 0.18 0.09 -0.20
H -3.24556 1.80394 2.16294 0.23 0.01 -0.08
H -4.65388 2.84740 2.14833 0.00 -0.11 0.13
H -4.57037 1.52438 3.30593 0.13 -0.07 -0.04
Cl 0.58506 2.95891 -3.02228 -0.01 0.12 -0.06
C 1.74150 2.47245 -4.26504 0.00 0.09 -0.03
Cl 3.31617 2.05412 -3.57159 -0.33 0.37 -0.16
H 1.35005 1.59829 -4.77086 0.01 -0.02 0.01
H 1.87938 3.30031 -4.94915 -0.02 0.01 -0.01
Cl 4.78148 0.45352 -7.06420 -0.01 0.05 -0.04
C 4.53835 -0.74521 -5.78638 0.02 -0.01 -0.15
Cl 3.91294 -2.27720 -6.40678 0.00 0.00 0.01
H 5.49497 -0.93441 -5.31486 -0.11 0.01 -0.09
H 3.82551 -0.34417 -5.07661 -0.07 0.01 -0.22
Cl -2.50003 -5.89604 -0.28115 -0.01 0.00 0.02
C -0.91369 -5.61267 -1.01121 0.03 -0.02 0.01
Cl -0.43663 -3.91445 -0.92255 0.09 0.00 -0.09
H -0.18130 -6.20040 -0.47182 0.00 0.00 0.01
H -0.95918 -5.90176 -2.05383 -0.03 0.01 -0.01
Cl 0.52460 0.24068 5.76358 0.00 0.01 0.03
C 1.32305 -1.33339 5.87729 -0.03 -0.04 -0.06
Cl 3.05170 -1.24233 5.51310 0.04 0.00 0.10
H 1.20913 -1.69830 6.89017 0.00 0.00 0.01
H 0.86169 -2.00103 5.15820 0.00 0.01 -0.01
Cl 4.61009 -0.50761 -2.79409 0.30 -0.41 0.60
C 5.34015 -0.80173 -1.21525 0.03 -0.11 0.09
Cl 4.51385 0.10288 0.06222 0.09 0.10 0.03
H 5.25536 -1.85826 -0.99242 0.00 -0.01 0.02
H 6.37514 -0.48361 -1.24892 0.00 0.01 -0.04
Cl 8.65479 0.42436 -2.99245 -0.03 -0.02 0.01
C 8.72765 -0.76269 -4.30330 0.05 0.08 -0.02
Cl 7.48589 -2.01036 -4.15192 0.13 -0.14 0.04
H 8.57177 -0.24084 -5.23924 -0.01 0.01 -0.01
H 9.69891 -1.24018 -4.27440 -0.01 -0.02 0.01
Cl -5.56448 5.51244 1.99724 -0.01 0.05 -0.01
C -3.98896 5.86344 1.26966 0.00 -0.01 -0.06
Cl -3.55969 7.57384 1.39042 0.00 -0.02 0.01
H -3.23587 5.28290 1.78584 0.04 -0.02 0.04
H -4.03428 5.59726 0.22072 -0.01 0.01 0.00
```
Forces are in eV/Å.

## Properties
M, g/mol: 891.682
Kohn-Sham gap, eV: 9.53

Just the Mulliken charges please, in e? Sure, here they are:
1. C -0.484
2. C -0.382
3. B 1.294
4. O -1.050
5. C 0.172
6. O -0.071
7. C -0.319
8. F -0.371
9. C -0.054
10. C -1.763
11. O -0.276
12. C 1.545
13. N -0.630
14. C 1.116
15. C -0.952
16. O -0.488
17. C -0.018
18. F -0.390
19. C -0.795
20. C -0.416
21. H 0.377
22. H 0.133
23. H -0.075
24. H 0.000
25. H 0.528
26. H 0.027
27. H -0.197
28. H 0.282
29. H 0.364
30. H 0.384
31. H 0.452
32. H 0.140
33. H 0.437
34. H 0.368
35. H -0.108
36. H -0.237
37. H -1.093
38. H 0.374
39. H 0.371
40. H 0.324
41. H 0.334
42. H 0.505
43. H 0.408
44. H -0.078
45. H -0.102
46. H 0.379
47. Cl -0.113
48. C -0.371
49. Cl -0.098
50. H 0.215
51. H 0.410
52. Cl -0.190
53. C 1.058
54. Cl -0.173
55. H -0.402
56. H -0.289
57. Cl -0.154
58. C -0.426
59. Cl -0.020
60. H 0.289
61. H 0.322
62. Cl -0.143
63. C -0.070
64. Cl -0.177
65. H 0.352
66. H 0.057
67. Cl -0.075
68. C -0.353
69. Cl -0.145
70. H 0.320
71. H 0.207
72. Cl -0.150
73. C -0.227
74. Cl -0.144
75. H 0.245
76. H 0.299
77. Cl -0.183
78. C -0.047
79. Cl -0.171
80. H 0.130
81. H 0.254

=====

# 3
A cluster of 3 separate species, C19H40BClFN2O8S in total at a distorted geometry. Source: OMol25; level of theory: wB97M-V/def2-TZVPD.

Structure (XYZ):
```
73
Properties=species:S:1:pos:R:3:forces:R:3
C 2.22866 1.60834 4.59586 6.88 -0.01 -0.76
C 3.53248 1.36574 4.56383 -6.08 1.14 -0.21
C 5.12504 1.12759 4.64241 1.60 1.13 0.17
C 5.51505 1.91224 6.02070 -1.23 -0.02 0.95
C 5.39574 3.53790 5.86560 -0.15 -0.03 -0.29
F 6.83355 1.50076 6.50748 -2.23 0.90 -0.95
O 5.93284 1.81702 3.66802 -2.62 0.64 1.36
B 7.01403 1.03316 3.03205 -1.19 -1.42 0.39
C 6.48477 0.87619 1.46277 1.16 -0.08 -1.66
C 5.80789 2.22893 0.87315 -0.16 -0.75 -0.76
C 4.19498 2.20473 0.81963 -0.62 0.57 0.13
C 3.57324 0.99565 -0.05293 0.50 0.10 -1.31
S 1.86741 0.49172 0.57836 -1.43 3.03 5.39
O 1.91217 -0.20739 1.91773 0.47 0.75 -4.34
O 1.00830 1.73990 0.72401 2.23 -3.45 -1.82
Cl 1.11719 -0.81491 -0.89982 0.35 0.55 0.47
O 7.01950 -0.19938 3.88390 -1.94 -0.20 1.99
C 5.71906 -0.38400 4.54250 1.03 -1.11 -1.41
C 5.00799 -1.46609 3.55907 -1.59 -0.12 0.96
O 6.06962 -2.25741 2.94564 -0.13 2.59 2.36
O 5.67362 -2.81804 1.78764 -1.72 -1.77 -3.02
H 1.23240 2.17388 4.41760 2.28 -1.64 0.50
H 4.73388 1.62061 6.83921 1.63 0.20 -1.22
H 4.87133 3.82854 4.86736 1.09 -0.76 1.71
H 4.73665 4.00038 6.71009 1.33 -1.01 -1.31
H 6.43718 4.03058 5.88038 -1.62 -0.92 -0.03
H 8.14825 1.40701 3.16780 0.26 0.86 -0.34
H 5.83639 -0.07654 1.30483 0.80 1.66 0.19
H 7.44562 0.69842 0.81981 -1.67 0.10 0.81
H 6.12941 3.17657 1.45305 -0.61 -1.67 -0.77
H 6.17204 2.37461 -0.22727 -0.68 -0.14 1.77
H 3.86972 3.19262 0.29007 0.29 -1.78 1.07
H 3.69681 2.16713 1.86877 1.15 0.12 -1.64
H 3.38895 1.33698 -1.15384 0.16 -0.72 1.98
H 4.21013 0.03965 -0.08378 -1.02 1.40 0.29
H 5.74272 -0.92646 5.56418 0.56 1.27 -1.40
H 4.30921 -0.94198 2.80637 1.28 -0.81 0.70
H 4.34088 -2.21717 4.15434 0.91 1.37 -0.90
H 5.16091 -2.18486 1.22409 0.74 0.03 0.95
C -2.65356 1.10830 -3.39784 -0.07 0.25 0.14
C -3.44153 0.37723 -4.48194 0.39 -0.22 0.17
C -3.79380 -1.07920 -4.11026 -0.05 0.01 -0.20
O -2.70550 -1.99376 -4.22332 -0.37 0.17 0.22
C -1.82967 -2.00515 -3.10737 0.21 -0.17 -0.24
N -2.69320 0.44574 -5.74377 -0.17 -0.28 -0.12
H -1.60524 0.80547 -3.36270 -0.10 -0.05 -0.03
H -2.66544 2.18692 -3.58369 0.01 -0.16 -0.04
H -3.09247 0.93782 -2.41029 0.06 -0.01 -0.07
H -4.38584 0.91803 -4.61267 -0.01 -0.14 -0.06
H -4.54907 -1.43311 -4.82132 0.11 -0.05 -0.03
H -4.25223 -1.14229 -3.11618 0.13 0.10 0.04
H -2.35845 -1.83291 -2.16524 0.01 0.10 -0.04
H -1.03984 -1.26415 -3.24283 0.00 0.07 0.25
H -1.35315 -2.98777 -3.06099 -0.12 0.04 -0.06
H -3.26561 0.04190 -6.48474 0.06 0.16 0.05
H -1.90729 -0.20228 -5.66611 -0.09 0.21 0.03
C -9.64550 -2.54957 -2.93201 -0.25 -0.10 -0.15
C -9.14477 -1.13915 -2.63117 0.27 -0.34 0.16
C -7.69313 -0.88952 -3.09415 -0.01 0.28 0.19
O -6.69994 -1.46882 -2.25132 -0.23 0.03 -0.48
C -6.45450 -2.84510 -2.49151 0.15 0.04 0.34
N -9.30657 -0.87168 -1.19658 0.26 0.21 -0.06
H -9.23987 -3.29548 -2.24571 0.05 0.12 -0.02
H -10.73524 -2.59228 -2.83813 0.15 0.05 0.04
H -9.38929 -2.84828 -3.95299 0.01 0.01 0.08
H -9.78750 -0.44526 -3.18464 0.13 0.06 0.04
H -7.51188 0.19049 -3.06061 0.05 -0.09 0.10
H -7.54369 -1.19560 -4.13707 -0.02 -0.17 0.02
H -6.55083 -3.10347 -3.55026 -0.07 0.03 0.02
H -7.12571 -3.45742 -1.88656 -0.03 -0.16 -0.16
H -5.43246 -3.06720 -2.17402 -0.06 0.11 -0.05
H -9.06230 0.10177 -1.01669 -0.15 -0.11 0.00
H -8.58051 -1.39684 -0.70600 -0.21 0.03 -0.07
```
Forces are in eV/Å.

## Properties
M, g/mol: 521.865
Net charge: -1
Kohn-Sham gap, eV: 6.14

Just the Mulliken charges please, in e? Sure, here they are:
1. C -0.734
2. C -0.743
3. C 1.671
4. C 0.091
5. C -0.906
6. F -0.370
7. O -0.548
8. B 0.554
9. C 0.016
10. C -0.619
11. C -0.250
12. C -0.602
13. S 1.015
14. O -0.507
15. O -0.552
16. Cl -0.256
17. O -0.731
18. C -0.208
19. C -0.251
20. O -0.077
21. O -0.468
22. H 0.329
23. H 0.326
24. H 0.175
25. H 0.255
26. H 0.295
27. H -0.301
28. H -0.440
29. H 0.169
30. H 0.238
31. H 0.359
32. H 0.339
33. H 0.009
34. H 0.466
35. H 0.348
36. H 0.240
37. H -0.071
38. H 0.390
39. H 0.347
40. C -1.434
41. C 0.247
42. C -0.180
43. O -0.445
44. C -0.677
45. N -0.730
46. H 0.286
47. H 0.361
48. H 0.329
49. H 0.406
50. H 0.189
51. H 0.167
52. H 0.320
53. H 0.198
54. H 0.356
55. H 0.281
56. H 0.321
57. C -1.396
58. C 0.296
59. C -0.630
60. O -0.400
61. C -0.758
62. N -0.752
63. H 0.276
64. H 0.350
65. H 0.338
66. H 0.424
67. H 0.329
68. H 0.404
69. H 0.335
70. H 0.290
71. H 0.281
72. H 0.278
73. H 0.342